Here is a structure of composition C3H3NiO3 in a non-equilibrium geometry from the OMol25 dataset. Energies are from ωB97M-V/def2-TZVPD.

Its spin multiplicity is 4. For the HOMO energy (spin up / spin down), the calculation gives -20.227 / -21.956 eV. Its total charge is +2. The calculation puts the energy above the lowest of the compared OMol25 structures with the same formula, charge and spin at 87.7 kJ/mol.

CARTESIAN COORDINATES (ANGSTROEM)
C (-1.0836, 0.8912, 1.1203)
Ni (0.7291, 0.4781, 0.3489)
H (-2.9461, 1.9368, 0.7235)
C (2.3650, -1.8976, -0.5514)
H (-1.0717, 1.2879, 2.1464)
O (-2.8125, 0.3255, -0.4311)
C (-2.3119, 1.0714, 0.4920)
O (1.8998, -0.8683, -0.2456)
O (2.6843, -2.9723, -0.7813)
H (-2.1461, -0.1851, -0.9218)

=====

Here is an isolated molecule of C3H3O2P in a non-equilibrium geometry from the OMol25 dataset. Energies are from ωB97M-V/def2-TZVPD.

Its spin multiplicity is 3. For the HOMO energy (spin up / spin down), the calculation gives -5.769 / -10.802 eV. The calculation puts the energy above the lowest of the compared OMol25 structures with the same formula, charge and spin at 266.0 kJ/mol.

CARTESIAN COORDINATES (ANGSTROEM)
P (0.5610, -1.3980, -1.6388)
H (-0.0679, -0.6592, -2.6573)
C (0.2664, 1.7635, 1.3350)
H (1.3861, -0.1858, -1.2330)
H (0.7834, 2.6269, 1.5359)
O (-0.7100, -0.9940, -0.5942)
C (-0.0876, 0.6448, 0.9995)
C (-0.7924, -0.5979, 0.7026)
O (-1.3390, -1.2002, 1.5502)

=====

Here is a structure of composition C3H3O2Pr in a non-equilibrium geometry from the OMol25 dataset. Energies are from ωB97M-V/def2-TZVPD.

Its spin multiplicity is 4. For the HOMO energy (spin up / spin down), the calculation gives -20.693 / -22.697 eV. Its total charge is +3. The calculation puts the energy above the lowest of the compared OMol25 structures with the same formula, charge and spin at 52.8 kJ/mol.

CARTESIAN COORDINATES (ANGSTROEM)
H (-3.7083, -0.1099, 0.0365)
H (-2.5329, -1.5991, -0.1516)
Pr (5.9350, 0.6538, 0.1652)
C (-1.7934, 0.3851, 0.0271)
C (-2.6836, -0.5210, -0.0362)
C (2.0736, 0.0454, -0.0884)
O (3.2319, -0.0743, -0.1804)
O (0.9593, -0.2076, 0.1640)
H (-1.4816, 1.4275, 0.0637)

=====

Here is a structure of composition C3H3O2Ru in a non-equilibrium geometry from the OMol25 dataset. Energies are from ωB97M-V/def2-TZVPD.

Its spin multiplicity is 6. For the HOMO energy (spin up / spin down), the calculation gives -7.697 / -7.692 eV.

CARTESIAN COORDINATES (ANGSTROEM)
C (-0.7347, 0.4061, -1.7621)
O (0.5316, -0.1116, 0.2578)
H (-0.3451, 1.7800, -0.3180)
C (0.1211, 0.8156, -0.7032)
H (0.9837, 1.0325, -1.3988)
O (-0.0253, -1.4578, 1.8502)
Ru (1.7357, -2.1524, 2.4754)
H (-1.7683, 0.4076, -1.3608)
C (-0.4988, -0.7201, 0.9595)

=====

Here is the ion C3H3O2S with charge -1 in a non-equilibrium geometry from the OMol25 dataset. Energies are from ωB97M-V/def2-TZVPD.

For the HOMO energy, the calculation gives -3.100 eV. Its total charge is -1. The calculation puts the energy above the lowest of the compared OMol25 structures with the same formula, charge and spin at 501.5 kJ/mol.

CARTESIAN COORDINATES (ANGSTROEM)
H (-0.2599, -0.2454, 0.7519)
H (-0.0213, 0.8782, -0.3878)
S (4.5177, -0.2537, 0.2723)
H (0.0835, -0.9492, -0.8250)
C (0.3882, -0.1305, -0.1527)
C (1.7362, -0.0134, 0.0334)
O (5.2227, -0.7106, -0.9674)
C (3.0346, 0.5539, -0.3797)
O (5.2069, 0.9046, 0.8729)

=====

Here is a cluster of 2 separate species, C3H3O2S in total in a non-equilibrium geometry from the OMol25 dataset. Energies are from ωB97M-V/def2-TZVPD.

For the HOMO energy, the calculation gives -3.405 eV. Its total charge is -1. The calculation puts the energy above the lowest of the compared OMol25 structures with the same formula, charge and spin at 72.1 kJ/mol.

CARTESIAN COORDINATES (ANGSTROEM)
C (-1.5434, 0.5806, 0.0525)
H (-0.3729, -1.3237, -0.1355)
H (0.2777, -0.1867, -1.3979)
O (-1.7978, 0.5132, 1.1671)
H (1.2663, -0.4185, 1.4620)
O (-2.0368, 0.7887, -0.9858)
C (0.2400, -0.4224, -0.4031)
C (1.2976, -0.1388, 0.3805)
S (2.6692, 0.6077, -0.1397)

=====

The molecular weight results, record by record, are as follows: 145.7; 102.0; 212.0; 172.1; 103.1; 103.1 g/mol.
The energy results, record by record, are as follows: -50321.907; -16535.922; -21288.397; -9825.752; -18085.894; -18090.346 eV.